Entry 1:
Density functional theory data (wB97M-V/def2-TZVPD) for a structure of composition C27H26HfN10O3S5 in a non-equilibrium geometry.

HOMO level (alpha / beta) ... -8.17 / -9.84 eV
Charge ... +1
Spin multiplicity ... 2
Electronic energy ... -3856.70832 Eh
LUMO energy (alpha / beta) ... -2.1334 / -2.7103 eV

CARTESIAN COORDINATES (ANGSTROEM)
Hf (0.505635, 0.476586, 0.041867)
N (1.879926, 4.478667, 0.991849)
C (1.023649, 5.243530, 1.800216)
C (1.126395, 6.626673, 1.844401)
C (0.276917, 7.358705, 2.661496)
C (-0.691797, 6.715045, 3.420768)
C (-0.800236, 5.331678, 3.367101)
C (0.069714, 4.603350, 2.570611)
S (0.102512, 2.855495, 2.660303)
N (0.693372, 2.422400, 1.104132)
C (1.616796, 3.216305, 0.540382)
C (2.316980, 2.748244, -0.599672)
C (2.992284, 3.612130, -1.498287)
C (3.723426, 3.094922, -2.521694)
C (3.825621, 1.684257, -2.652659)
C (3.100798, 0.898588, -1.814320)
N (2.297343, 1.374633, -0.827788)
H (2.628485, 4.970487, 0.541030)
H (1.875069, 7.129474, 1.239076)
H (0.369011, 8.437820, 2.698056)
H (-1.359862, 7.284382, 4.055299)
H (-1.546016, 4.813469, 3.962977)
H (2.892020, 4.686937, -1.399472)
H (4.224261, 3.751549, -3.223364)
H (4.446964, 1.231482, -3.413058)
H (3.147746, -0.175861, -1.901555)
O (-1.556389, 0.062129, -0.209948)
N (-1.983060, -0.057873, -1.486804)
C (-2.732279, -1.123942, -1.831270)
C (-3.178868, -1.279488, -3.109487)
C (-2.858128, -0.300715, -4.055234)
C (-2.083371, 0.770850, -3.687772)
C (-1.597475, 0.896743, -2.375714)
S (-0.524703, 2.111445, -1.830383)
H (-2.942019, -1.818066, -1.035442)
H (-3.773480, -2.145583, -3.360425)
H (-3.209507, -0.395608, -5.076664)
H (-1.795384, 1.539387, -4.394138)
N (-0.507389, 0.011481, 2.241158)
N (0.322591, -0.168860, 3.362700)
C (1.609785, -0.544250, 3.172812)
N (2.208495, -1.090450, 4.227852)
S (2.477900, -0.242407, 1.755721)
H (-1.204609, 0.709394, 2.476093)
H (-0.960853, -0.876900, 2.043707)
H (-0.145487, -0.594921, 4.146581)
H (1.697286, -1.389694, 5.040511)
H (3.157864, -1.399988, 4.122814)
N (-3.828705, -6.904321, -0.545403)
C (-2.844114, -6.038237, -0.149588)
C (-1.503278, -6.444358, -0.129030)
C (-0.510083, -5.567528, 0.254311)
C (-0.841900, -4.265414, 0.613451)
C (-2.171751, -3.848137, 0.609296)
C (-3.163017, -4.719233, 0.220695)
S (0.388559, -3.184495, 1.207668)
O (-0.057398, -2.704677, 2.496884)
O (1.651860, -3.855609, 1.107591)
N (0.330673, -1.873066, 0.230198)
C (0.644971, -2.014956, -1.086843)
S (0.974704, -3.426375, -2.050850)
C (1.195515, -2.417648, -3.443805)
C (1.034080, -1.127851, -3.123793)
N (0.724065, -0.893021, -1.795608)
H (-3.618159, -7.880862, -0.633518)
H (-4.789087, -6.670649, -0.375858)
H (-1.249318, -7.460344, -0.411674)
H (0.528939, -5.876307, 0.275639)
H (-2.419196, -2.842207, 0.933563)
H (-4.200654, -4.401161, 0.215091)
H (1.443136, -2.842954, -4.406294)
H (1.122240, -0.284213, -3.796512)

Cartesian forces, eV/Å:
Hf -0.72 -0.08 0.76
N -0.12 0.10 0.31
C 0.11 0.07 -0.23
C 0.02 0.10 -0.09
C 0.00 0.00 0.00
C -0.01 -0.03 0.03
C -0.10 0.11 0.03
C -0.26 -0.09 0.11
S 0.30 -0.11 0.12
N 0.14 0.10 -0.17
C -0.05 0.08 -0.24
C 0.15 -0.04 0.05
C 0.06 0.00 -0.01
C 0.08 -0.03 -0.06
C 0.13 0.19 -0.12
C -0.06 -0.05 0.28
N 0.49 0.65 -0.28
H 0.11 0.03 0.01
H -0.06 -0.03 0.05
H 0.00 -0.08 -0.01
H 0.05 -0.03 -0.05
H 0.07 0.06 -0.09
H 0.00 -0.09 -0.02
H -0.04 -0.06 0.05
H -0.02 0.02 0.05
H -0.05 -0.09 -0.02
O -0.39 -0.35 -0.36
N -0.04 0.37 0.00
C -0.04 -0.01 0.30
C -0.08 0.01 -0.11
C 0.01 0.04 -0.09
C 0.01 0.08 -0.04
C -0.04 0.09 0.09
S 0.00 -0.14 -0.22
H 0.05 -0.02 0.08
H 0.02 0.02 0.01
H 0.04 0.03 0.09
H -0.04 -0.08 0.04
N 0.25 -0.04 -0.19
N 0.05 0.04 -0.13
C 0.04 0.13 0.00
N 0.04 0.03 -0.09
S 0.03 0.08 0.21
H -0.07 0.19 -0.05
H -0.10 -0.18 -0.02
H -0.09 -0.08 0.12
H -0.01 0.00 0.03
H 0.08 -0.02 0.03
N 0.11 0.16 -0.05
C -0.07 -0.08 -0.01
C -0.03 -0.08 -0.03
C 0.02 0.14 -0.08
C -0.10 -0.13 -0.01
C 0.10 -0.05 0.00
C -0.10 -0.02 -0.02
S 0.01 0.06 -0.22
O 0.07 0.12 0.05
O 0.01 0.06 0.04
N 0.21 -0.61 -0.80
C 0.07 -0.40 -0.15
S -0.05 0.02 0.23
C 0.03 -0.27 -0.02
C -0.16 0.54 0.11
N 0.07 -0.25 0.48
H 0.01 -0.05 0.02
H -0.04 0.00 0.03
H -0.02 0.06 0.02
H -0.09 0.01 0.02
H -0.01 -0.06 -0.02
H 0.06 -0.02 0.02
H -0.05 0.06 0.14
H -0.01 -0.06 0.09

Atom charges from the Mulliken analysis, given in e for atoms 1 to 5: Hf 0.80; N -0.15; C 0.12; C -0.73; C -0.59

=====

Entry 2:
Density functional theory data (wB97M-V/def2-TZVPD) for a structure of composition C16H25NO3 in a non-equilibrium geometry.

HOMO level ... -8.05 eV
Charge ... 0
Electronic energy ... -904.37950 Eh
LUMO energy ... 0.6939 eV

CARTESIAN COORDINATES (ANGSTROEM)
C (-4.544343, -5.591085, -1.625915)
C (-3.893948, -4.373337, -1.233236)
O (-4.778775, -3.387566, -1.199656)
C (-4.327967, -2.020626, -0.719146)
C (-3.080309, -1.547911, -0.429045)
C (-2.617562, -0.363055, 0.175728)
C (-3.576482, 0.633054, 0.370762)
C (-4.875617, 0.269047, -0.320556)
C (-5.186359, -0.990833, -0.716922)
H (-6.307618, -1.256315, -0.908937)
H (-5.501063, 0.866102, -0.185198)
H (-3.227310, 1.552716, 0.380963)
O (-1.429660, -0.102755, 0.367039)
C (-0.846722, 0.898928, 0.872441)
C (0.617326, 0.967248, 1.028181)
H (0.850020, 0.087013, 1.957039)
C (1.297266, 0.782048, -0.054672)
H (0.942855, -0.100543, -0.588980)
H (1.301237, 1.461867, -0.887711)
C (2.946200, 0.257620, 0.155820)
N (3.872273, 1.439725, 0.230184)
C (4.148367, 2.285968, -0.622947)
C (5.339309, 3.042810, -0.476580)
H (5.489133, 3.871836, -1.081208)
O (5.310290, 3.739154, 0.478715)
C (4.978675, 2.795948, 1.764440)
C (3.639404, 2.204361, 1.636861)
H (3.677143, 1.188209, 2.291381)
H (2.954817, 2.803000, 1.744970)
H (4.955220, 3.413639, 2.795981)
H (5.932238, 2.075832, 1.740158)
H (6.138768, 2.542437, -0.639952)
H (4.064185, 1.779688, -1.708752)
H (3.094246, 3.181715, -0.778175)
H (2.964915, -0.319170, 0.915879)
H (3.314377, -0.382516, -0.881745)
H (0.902371, 1.863107, 1.475389)
H (-1.385090, 1.162512, 2.032304)
H (-1.036984, 1.723863, 0.107248)
H (-1.997732, -2.534666, -0.310178)
H (-3.055606, -4.078057, -1.752610)
H (-3.142066, -4.565242, -0.006532)
H (-3.758898, -6.304063, -1.724175)
H (-4.978374, -5.213421, -2.594838)
H (-5.182150, -5.758288, -1.073815)

Cartesian forces, eV/Å:
C 9.95 3.69 -11.21
C 4.10 -0.24 5.32
O -1.04 5.89 2.04
C 1.61 -2.49 -1.26
C 6.22 -6.11 1.54
C -7.47 0.73 -1.31
C -3.64 -5.94 -3.90
C 11.76 -7.26 1.58
C -5.79 0.13 -0.50
H 2.05 0.75 0.03
H -10.04 9.30 1.30
H 0.91 4.60 0.93
O 5.52 -6.96 -1.21
C -1.63 8.04 3.92
C -3.64 -2.73 10.46
H -0.22 2.19 -2.53
C 8.34 -5.28 -9.23
H -0.25 -0.41 -0.05
H -0.01 1.21 0.17
C -0.86 5.72 -9.81
N -3.89 -7.02 10.74
C -4.70 4.36 -12.53
C -2.59 -1.87 -9.27
H -0.35 0.83 -4.23
O -1.10 6.42 18.28
C 3.41 2.63 1.64
C 9.86 -11.79 -2.30
H -0.64 2.92 -0.65
H -7.73 5.99 0.62
H 0.67 -0.80 -2.63
H -2.50 1.26 0.26
H 5.83 -4.64 -0.71
H 0.55 0.98 1.89
H 2.38 -1.48 0.20
H 0.52 -3.74 5.48
H -1.25 1.79 2.93
H -0.26 1.75 1.33
H 1.33 -0.30 -3.22
H -0.26 0.31 1.25
H -3.41 3.00 -0.71
H 1.90 0.25 -1.80
H -2.42 0.49 -2.72
H 0.00 -1.03 -0.35
H 0.16 -1.39 0.36
H -11.39 -3.75 9.86

Atom charges from the Mulliken analysis, given in e for atoms 1 to 5: C -1.60; C -0.09; O -0.32; C 0.14; C 0.12

=====

Entry 3:
Density functional theory data (wB97M-V/def2-TZVPD) for a structure of composition C5H14N2O in a non-equilibrium geometry.

HOMO level ... -9.46 eV
Charge ... 0
Electronic energy ... -383.50354 Eh
LUMO energy ... 0.8638 eV

CARTESIAN COORDINATES (ANGSTROEM)
N (-1.374853, -2.013158, 1.667374)
C (-0.420385, -1.191926, 0.886073)
C (0.554043, -0.608665, 1.894222)
O (1.505563, -1.487449, 2.444491)
C (-1.100065, -0.132819, 0.028430)
N (0.272912, 0.874547, -0.483856)
C (-0.161675, 1.391072, -1.807769)
C (1.079152, 2.143150, -2.301629)
H (-0.762038, -2.595453, 2.204332)
H (-1.817960, -2.677338, 1.076588)
H (0.144347, -1.864334, 0.222619)
H (-0.007828, -0.113649, 2.672688)
H (1.102204, 0.195941, 1.401097)
H (1.789699, -2.114697, 1.774055)
H (-2.075403, 0.156169, 0.392756)
H (-1.198641, -0.564341, -0.964235)
H (-0.429493, 1.086110, 0.195498)
H (-1.061305, 1.949231, -1.943058)
H (-0.271394, 0.439255, -2.357446)
H (1.900577, 1.509280, -2.624961)
H (1.458707, 2.638797, -1.397707)
H (0.873836, 2.980279, -2.979561)

Cartesian forces, eV/Å:
N 0.35 0.79 -0.14
C -0.09 -0.78 0.73
C 0.57 1.53 -1.01
O -0.41 -0.78 0.56
C 2.19 -3.57 -2.25
N -2.40 -0.97 -0.45
C 2.20 -1.92 -0.49
C -0.13 1.04 0.89
H 0.18 -0.35 0.91
H -0.73 -0.48 -0.80
H 0.17 0.37 -0.19
H -0.19 -0.28 0.66
H -0.01 -0.09 -0.06
H 0.08 0.10 -0.14
H 0.06 1.19 0.34
H -0.81 -0.20 0.12
H 0.07 3.87 2.14
H -0.71 0.56 0.55
H -0.24 0.57 -0.62
H -0.24 -0.11 -0.33
H 0.11 0.06 -0.16
H -0.01 -0.55 -0.28

Atom charges from the Mulliken analysis, given in e for atoms 1 to 5: N -0.81; C 0.62; C -0.86; O -0.52; C -1.10

=====

Entry 4:
Density functional theory data (wB97M-V/def2-TZVPD) for a cluster of 2 separate species, C7H10ClNO2 in total in a non-equilibrium geometry.

HOMO level ... -7.61 eV
Charge ... 0
Electronic energy ... -938.11210 Eh
LUMO energy ... 0.5104 eV

CARTESIAN COORDINATES (ANGSTROEM)
C (2.034515, 0.664241, 0.809318)
C (-0.923780, -1.702537, 2.754872)
C (2.283647, -0.163476, 1.992228)
C (0.610501, -0.147866, -1.005324)
C (-1.742073, 0.656507, -0.703480)
C (-0.695621, 0.365097, -2.988317)
C (-0.754945, -0.155595, -1.547393)
N (1.148712, 0.336235, -0.052656)
O (-1.749967, -1.079902, 3.240092)
O (-0.133723, -2.352539, 2.241156)
Cl (1.201513, 0.320934, 3.414914)
H (2.462467, 1.651607, 0.740747)
H (2.042644, -1.209149, 1.817271)
H (3.292435, -0.042531, 2.376449)
H (-1.796197, 0.268124, 0.311248)
H (-2.734635, 0.612760, -1.146542)
H (-1.429194, 1.697165, -0.655845)
H (-1.675911, 0.298277, -3.454019)
H (0.010775, -0.217073, -3.575124)
H (-0.377468, 1.405431, -2.997838)
H (-1.073696, -1.205710, -1.571757)

Cartesian forces, eV/Å:
C 0.25 0.65 0.88
C -0.15 0.03 -0.03
C -0.23 -0.03 0.21
C 0.09 -0.25 -0.25
C 0.05 -0.22 -0.09
C 0.00 -0.21 0.05
C -0.62 0.25 0.01
N 0.36 -0.57 -0.67
O -1.26 0.93 0.79
O 1.26 -1.05 -0.80
Cl 0.18 0.02 0.01
H 0.09 0.10 -0.08
H 0.10 0.04 0.03
H -0.05 -0.04 -0.06
H -0.04 0.01 0.10
H -0.12 0.03 0.01
H 0.02 0.11 0.01
H -0.09 0.03 -0.02
H 0.04 0.00 -0.06
H 0.02 0.09 -0.02
H 0.10 0.11 -0.02

Atom charges from the Mulliken analysis, given in e for atoms 1 to 5: C -0.20; C 0.76; C -0.51; C -0.46; C -1.32

=====

Entry 5:
Density functional theory data (wB97M-V/def2-TZVPD) for the molecule C5H9NO in a non-equilibrium geometry.

HOMO level ... -9.05 eV
Charge ... 0
SMILES ... C[C@@H]1C(=O)N[C@@H]1C
Electronic energy ... -325.83055 Eh
LUMO energy ... 0.8787 eV

CARTESIAN COORDINATES (ANGSTROEM)
C (1.331290, -0.431274, -1.428819)
C (0.795431, 0.561061, -0.395840)
C (1.234789, 0.416184, 1.021578)
O (2.304519, 0.222792, 1.554069)
N (-0.022310, 0.450455, 1.582002)
C (-0.874262, 0.550463, 0.445133)
C (-1.749748, -0.595281, 0.044052)
H (0.936708, -1.434625, -1.217686)
H (2.430033, -0.529312, -1.376557)
H (1.084833, -0.158158, -2.458112)
H (0.141581, 1.375415, -0.607861)
H (-0.230736, 0.734122, 2.521739)
H (-1.474521, 1.506562, 0.475021)
H (-1.126182, -1.481375, -0.065547)
H (-2.272424, -0.398449, -0.902358)
H (-2.509002, -0.788579, 0.809185)

Cartesian forces, eV/Å:
C -0.49 0.21 0.16
C -1.22 -1.28 0.41
C -0.27 0.21 0.14
O -0.26 0.10 -0.37
N 0.10 -0.13 0.61
C 0.25 -0.59 -0.09
C 0.02 -0.34 0.15
H 0.04 0.11 -0.16
H -0.47 0.34 0.27
H -0.07 -0.03 0.17
H 1.57 2.15 -1.17
H -0.08 0.06 0.29
H 0.82 -0.59 -0.55
H -0.18 -0.20 -0.02
H 0.23 0.02 0.23
H 0.01 -0.05 -0.06

Atom charges from the Mulliken analysis, given in e for atoms 1 to 5: C -1.10; C -0.18; C 0.33; O -0.63; N -0.18

=====

Entry 6:
Density functional theory data (wB97M-V/def2-TZVPD) for a cluster of 2 separate species, C2H6OS2 in total in a non-equilibrium geometry.

HOMO level ... -8.76 eV
Charge ... 0
SMILES ... C=O.CSS
Electronic energy ... -951.36477 Eh
LUMO energy ... 0.4176 eV

CARTESIAN COORDINATES (ANGSTROEM)
C (-0.663396, -0.777151, 2.521557)
O (-1.250380, 0.188062, 2.135002)
H (0.209466, -1.188818, 2.017392)
H (-1.030462, -1.176118, 3.473716)
C (-0.688065, -1.327836, -0.895306)
S (-0.256086, 0.344962, -1.493020)
S (1.485115, 0.767183, -0.328350)
H (-1.639834, -1.508732, -1.406194)
H (-0.870812, -1.239175, 0.160345)
H (0.013806, -2.007205, -1.362856)
H (2.202726, -0.235143, -0.872888)

Cartesian forces, eV/Å:
C -0.56 0.47 1.14
O -0.11 0.63 -0.94
H 0.29 -0.28 -0.17
H 0.42 -0.79 0.19
C -0.62 1.26 -1.44
S 0.85 0.16 0.59
S -0.97 -0.62 -0.64
H -0.07 -0.04 0.20
H 0.35 -0.65 0.18
H 0.27 -0.39 0.85
H 0.14 0.25 0.03

Atom charges from the Mulliken analysis, given in e for atoms 1 to 5: C -0.17; O -0.36; H 0.27; H 0.29; C -0.55